A gas-phase ion, C7H15N2O (charge +1) in a non-equilibrium geometry, computed with the ωB97M-V functional and the def2-TZVPD basis.

## Properties
SMILES	CC[C@@H](O)[NH2+]CNC1=CC1
charge	+1
Kohn-Sham gap	9.96	eV
energy	-12517.960	eV
relative energy (zero: lowest compared OMol25 entry of this formula, charge and spin)	6.705	eV
HOMO level	-13.1	eV

XYZ file:
```
25
Properties=species:S:1:pos:R:3:forces:R:3:nbo_charge:R:1
C 1.6229 2.5923 -1.8757 -0.6 -2.5 0.6 -0.61
C 0.8458 2.1962 -0.5767 0.7 1.1 -2.6 -0.48
C 0.8701 0.7495 -0.3332 -1.5 -1.4 -0.6 0.31
O 1.0008 0.4807 0.9988 0.6 4.1 -1.0 -0.67
N -0.5838 0.1677 -0.7956 0.3 3.2 -0.8 -0.59
C -0.5095 -1.3034 -1.0326 3.8 1.3 0.3 -0.04
N -0.0070 -1.7955 0.1841 -1.4 -2.5 3.6 -0.70
C -1.1249 -1.9901 1.4352 4.2 -0.2 -2.4 0.11
C -1.3256 -2.7639 2.4477 -1.6 -2.3 -0.6 -0.17
C -1.8409 -1.3408 2.5715 3.9 0.1 0.9 -0.39
H 1.3825 2.2319 -2.8686 -0.7 -0.9 0.0 0.21
H 2.6043 2.2353 -1.6607 1.1 0.3 -0.2 0.21
H 1.5667 3.5984 -2.0288 0.3 2.9 0.1 0.23
H 1.4695 2.6565 0.1352 0.3 0.5 1.4 0.26
H -0.1275 2.6603 -0.5685 -0.5 -0.1 0.4 0.22
H 1.4576 0.1877 -1.1032 0.4 0.3 1.2 0.17
H 0.9677 -0.4189 1.0864 -0.1 -4.1 0.6 0.50
H -0.8249 0.7921 -1.6692 0.0 -1.7 2.1 0.45
H -1.1714 0.4250 0.0522 0.4 -0.5 -1.5 0.45
H -1.4510 -1.5818 -1.2517 -3.1 -1.4 -1.4 0.20
H 0.3126 -1.5188 -1.7983 -1.6 0.5 0.5 0.23
H 0.6885 -2.5834 0.0658 -1.7 0.9 0.6 0.43
H -1.6143 -3.8208 2.7807 1.2 1.9 -0.1 0.27
H -2.8068 -1.1745 2.4716 -4.5 0.8 -0.7 0.18
H -1.4014 -0.6816 3.3335 0.3 -0.3 -0.4 0.20
```
Forces are in eV/Å.